# 1
Below is a structure of composition C37H46Ge2MnN2S2, with properties calculated with wB97M-V/def2-TZVPD.

```
90
Properties=species:S:1:pos:R:3:forces:R:3
Mn -0.4247 -0.5066 0.4385 0.1 -0.1 -0.5
C 0.7207 -0.1537 -2.3870 0.0 0.0 0.0
N 1.3941 -0.2864 -1.0856 0.0 0.1 0.0
C 2.0496 -1.6033 -0.9954 0.0 0.0 0.0
C 2.4667 -1.8821 0.4321 0.0 0.0 0.0
N 1.2807 -2.0024 1.2966 0.0 0.0 0.1
C 1.4546 -1.4336 2.6556 0.0 0.1 0.0
C 0.7749 -3.3631 1.2900 -0.1 -0.1 -0.1
C 1.4645 -4.3457 2.0005 0.0 0.0 0.0
C 1.0529 -5.6657 2.0075 0.0 0.0 0.0
C -0.0738 -6.0182 1.2739 -0.1 0.0 -0.1
C -0.7580 -5.0573 0.5537 0.1 0.0 0.1
C -0.3589 -3.7088 0.5354 0.0 -0.1 0.0
S -1.3135 -2.5869 -0.4220 0.0 0.2 0.1
C 2.3649 0.7817 -0.8614 0.1 0.0 0.0
C 3.3310 0.9824 -1.8542 0.0 0.0 0.0
C 4.3073 1.9519 -1.7534 0.0 0.0 0.0
C 4.3328 2.7524 -0.6148 0.0 0.0 0.0
C 3.3911 2.5566 0.3721 0.0 0.0 0.0
C 2.3862 1.5763 0.2905 0.0 0.0 0.0
S 1.2159 1.7681 1.6696 -0.1 -0.1 -0.1
H 1.3865 -0.3743 -3.2296 0.0 0.0 0.0
H 0.3432 0.8592 -2.4977 0.0 0.0 0.0
H -0.1134 -0.8552 -2.4184 0.0 0.0 0.0
H 2.9258 -1.6443 -1.6565 0.0 0.0 0.0
H 1.3330 -2.3562 -1.3278 0.0 0.0 0.0
H 3.0806 -1.0552 0.7900 0.0 0.0 0.0
H 3.0763 -2.7910 0.4672 0.0 0.0 0.0
H 1.6135 -2.2287 3.3837 0.0 0.0 0.0
H -0.6322 -1.2809 2.7489 0.0 -0.1 0.0
H 2.3347 -0.7872 2.6606 0.0 0.0 0.0
H 2.3495 -4.0605 2.5582 0.0 0.0 0.0
H 1.6027 -6.4074 2.5738 0.0 0.0 0.0
H -0.4203 -7.0453 1.2638 0.0 0.0 0.0
H -1.6372 -5.3290 -0.0166 0.0 0.0 0.0
H 3.3063 0.3540 -2.7370 0.0 0.0 0.0
H 5.0340 2.0831 -2.5457 0.0 0.0 0.0
H 5.0858 3.5234 -0.4993 0.0 0.0 0.0
H 3.4012 3.1848 1.2584 0.0 0.0 0.0
C -2.4298 1.5714 -3.5802 0.0 0.0 0.0
Ge -1.9955 2.6810 -2.0009 -0.1 0.1 0.0
C -0.2562 3.5573 -2.3665 0.0 0.0 0.0
C -3.2694 4.2011 -2.0504 0.0 0.0 0.0
Ge -2.0325 1.4236 0.1158 0.1 0.0 0.0
C -2.1079 2.9225 1.4129 -0.1 0.0 0.0
C -1.2931 4.0482 1.2865 0.0 0.0 0.0
C -1.3221 5.0756 2.2227 0.0 0.0 0.0
C -2.1768 5.0018 3.3134 0.0 0.0 0.0
C -3.0046 3.8941 3.4534 0.0 0.0 0.0
C -2.9690 2.8738 2.5117 0.0 0.0 0.0
C -3.8618 0.6625 0.2520 -0.1 -0.1 0.0
C -4.0827 -0.3298 1.2126 -0.1 0.0 -0.1
C -5.3335 -0.9084 1.3873 0.0 0.0 0.0
C -6.3979 -0.5151 0.5869 0.0 0.0 0.0
C -6.1986 0.4577 -0.3826 0.0 0.0 0.0
C -4.9452 1.0389 -0.5424 0.0 0.0 0.0
H -2.2894 2.1520 -4.4962 0.0 0.0 0.0
H -3.4720 1.2479 -3.5336 0.0 0.0 0.0
H -1.8066 0.6775 -3.6375 0.0 0.0 0.0
H -0.1652 3.7452 -3.4405 0.0 0.0 0.0
H 0.6112 2.9793 -2.0397 0.0 0.0 0.0
H -0.2241 4.5214 -1.8539 0.0 0.0 0.0
H -3.0752 4.8196 -2.9317 0.0 0.0 0.0
H -3.1395 4.8176 -1.1583 0.0 0.0 0.0
H -4.3095 3.8719 -2.0878 0.0 0.0 0.0
H -0.5995 4.1202 0.4554 0.0 0.0 0.0
H -0.6676 5.9317 2.1006 0.0 0.0 0.0
H -2.1997 5.7983 4.0477 0.0 0.0 0.0
H -3.6799 3.8238 4.2988 0.0 0.0 0.0
H -3.6323 2.0241 2.6351 0.0 0.0 0.0
H -3.2561 -0.6653 1.8299 0.0 0.0 0.0
H -5.4718 -1.6755 2.1404 0.0 0.0 0.0
H -7.3739 -0.9687 0.7137 0.0 0.0 0.0
H -7.0211 0.7683 -1.0174 0.0 0.0 0.0
H -4.8179 1.8022 -1.3027 0.0 0.0 0.0
C -1.5141 0.0728 4.6167 0.0 0.1 0.0
C -0.0154 -0.1754 4.4405 0.0 0.0 0.0
C 0.7278 1.1040 4.8201 0.1 0.0 0.0
C 0.4110 -1.2953 5.3961 -0.1 0.0 0.0
C 0.2086 -0.5856 2.9495 0.1 0.0 0.0
C 0.0777 0.5440 1.9304 0.0 0.2 0.3
H -1.7297 0.4506 5.6209 0.0 0.0 0.0
H -2.0849 -0.8495 4.4657 0.0 0.0 0.0
H -1.8484 0.8140 3.8861 0.0 0.0 0.0
H 0.5530 1.3274 5.8782 0.0 0.0 0.0
H 0.3715 1.9464 4.2273 0.0 0.0 0.0
H 1.8055 1.0103 4.6634 0.0 0.0 0.0
H 0.1134 -1.0421 6.4181 0.0 0.0 0.0
H 1.4937 -1.4430 5.3960 0.0 0.0 0.0
H -0.0655 -2.2455 5.1333 0.0 0.0 0.0
```
Positions in Å, forces in eV/Å.

Output
2S+1: 5
Molar mass: 783.08 g/mol
HOMO energy (spin up / spin down): -0.11135 / -0.12337 hartree
Frontier orbital gap (spin up / spin down): 5.67 / 5.99 eV
LUMO (spin up / spin down): 2.64 / 2.63 eV
Charge: -1
ΔE to the lowest compared entry with this formula, charge and spin: 0.0 kJ/mol

Atomic partial charges in e from the natural (NBO) method, atoms 1 to 6: 0.972 -0.416 -0.527 -0.219 -0.220 -0.537


# 2
Below is a structure of composition C8H11NOS at a distorted geometry, with properties calculated with wB97M-V/def2-TZVPD.

```
22
Properties=species:S:1:pos:R:3:forces:R:3
C -1.8352 -0.5965 0.3453 0.8 1.6 -0.1
C -1.3779 0.5734 0.8531 0.1 -1.5 0.9
C 2.4397 -1.6166 0.3860 -0.1 0.6 -0.3
C -0.8930 -1.6534 -0.0557 0.6 -1.8 1.0
C 0.0542 0.9761 1.2648 -0.8 -2.1 -2.7
C 0.4794 -1.1600 -0.6072 -3.3 3.3 4.4
C 0.9279 0.6389 0.0048 -0.1 -2.9 1.5
C 0.8214 1.5066 -1.1953 0.6 -0.7 -1.2
N 1.4493 -1.9961 -0.2648 2.9 -2.0 0.2
O 3.5698 0.4884 -0.3299 1.7 0.7 -1.0
S 2.5822 0.2357 0.7214 -1.2 -0.3 -0.5
H -2.8552 -0.9146 0.1373 -0.2 1.0 0.5
H -1.9936 1.3047 1.2669 -1.9 0.9 0.1
H 3.3857 -2.1642 0.3927 -0.2 0.0 0.6
H -0.6743 -2.2342 0.9063 -0.1 0.5 -1.1
H -1.4299 -2.4198 -0.7068 1.1 1.0 0.4
H -0.0203 1.9906 1.6721 0.8 -0.2 -0.3
H 0.4874 0.2584 1.9561 -0.5 0.2 1.0
H 0.3603 -1.0218 -1.5885 0.1 0.6 -4.0
H 1.0026 2.5629 -0.9350 -0.5 -0.3 -0.2
H -0.2399 1.2496 -1.5826 1.8 1.0 0.1
H 1.6758 1.2191 -1.9247 -1.7 0.4 0.9
```
Positions in Å, forces in eV/Å.

Output
Molar mass: 169.25 g/mol
HOMO energy: -0.32386 hartree
Frontier orbital gap: 9.44 eV
LUMO: 0.62 eV
Charge: 0
ΔE to the lowest compared entry with this formula, charge and spin: 404.6 kJ/mol

Atomic partial charges in e from the natural (NBO) method, atoms 1 to 6: -0.188 -0.183 -0.038 -0.462 -0.484 0.010


# 3
Below is a cluster of 9 separate species, C26H44O28S5 in total at a distorted geometry, with properties calculated with wB97M-V/def2-TZVPD.

```
103
Properties=species:S:1:pos:R:3:forces:R:3
O -3.0629 -4.4653 4.6413 -0.2 -0.4 0.4
C -2.5063 -4.5429 3.5495 0.7 1.2 -1.5
O -1.8335 -3.5494 3.0611 -0.8 0.7 1.3
C -1.3977 -3.8084 1.7182 2.3 0.3 -1.3
C -1.3837 -5.2769 1.6583 -0.9 -1.6 -0.4
C -2.5648 -5.7121 2.5730 0.5 0.0 -0.2
H -0.3614 -3.5059 1.5678 0.2 0.5 0.9
H -1.8303 -3.2296 0.9021 -1.5 -0.1 0.6
H -0.4433 -5.6913 2.0218 -0.1 -0.1 -0.2
H -1.6092 -5.5966 0.6409 0.3 -0.4 0.0
H -2.4684 -6.6888 3.0471 -0.2 0.2 -0.1
H -3.4896 -5.5799 2.0114 -0.3 -0.2 0.3
O 3.2647 2.3102 -3.2421 -0.2 -0.2 -0.6
C 3.4826 3.3009 -2.6177 0.6 -0.1 1.1
O 3.1754 4.5442 -3.0408 -0.6 0.0 0.4
C 3.4231 5.5225 -1.9951 1.0 0.4 -1.0
C 3.6663 4.7400 -0.7628 0.3 -1.3 1.8
C 4.1573 3.3480 -1.2204 -1.1 0.7 -0.8
H 2.5857 6.1946 -1.8076 -0.1 0.0 -0.8
H 4.2984 6.0612 -2.3581 -0.1 0.4 0.2
H 2.6906 4.6534 -0.2847 0.0 -0.5 0.1
H 4.2892 5.1756 0.0184 0.3 0.4 -0.4
H 3.7954 2.5137 -0.6195 -0.1 0.2 -0.2
H 5.2303 3.2102 -1.3538 0.1 0.3 0.0
O -3.2904 -2.4011 -0.6813 -1.1 -0.5 0.6
C -4.4590 -2.7247 -0.6747 0.0 0.6 -1.0
O -5.2679 -2.2848 -1.7321 1.0 0.3 1.9
C -6.6027 -2.7590 -1.5900 0.2 -2.0 -1.0
C -6.7170 -3.2986 -0.1969 0.1 -0.5 1.8
C -5.2698 -3.6900 0.2691 0.0 1.6 -1.9
H -6.6458 -3.6062 -2.2745 -0.3 -0.1 -0.3
H -7.3889 -2.0854 -1.9311 0.5 0.5 0.4
H -7.3958 -4.1439 -0.0841 -0.1 0.1 -0.3
H -7.1049 -2.5059 0.4428 0.2 0.0 0.3
H -4.9037 -4.6660 -0.0494 -0.5 -0.3 -0.2
H -5.0626 -3.5904 1.3346 -0.1 0.5 -0.2
O -4.7954 -1.4547 2.7983 0.0 2.0 -0.3
C -4.8529 -0.2350 2.6255 -0.8 -2.1 -1.1
O -4.0939 0.6093 3.3016 0.5 -0.5 0.9
C -4.3895 1.9571 3.0298 -0.8 1.3 -1.3
C -5.1441 1.9438 1.6856 0.3 -0.8 -0.8
C -5.7266 0.5257 1.5613 0.8 -0.2 2.2
H -3.4749 2.5241 2.8563 0.1 -0.2 0.6
H -5.0094 2.4319 3.7903 0.3 -0.4 0.4
H -4.3633 2.0353 0.9306 -0.3 0.5 -0.3
H -5.9286 2.6959 1.6022 0.4 0.1 -0.1
H -5.6652 -0.0433 0.6335 -0.1 0.5 -0.1
H -6.7407 0.5574 1.9597 -0.2 -0.4 -0.2
C -0.1915 6.3628 0.0975 0.2 -1.7 1.2
C 0.1847 7.5148 1.0193 0.9 -0.5 -0.8
O -0.5715 8.5875 0.5123 -0.9 1.8 0.0
S -0.8191 8.5841 -1.0655 -0.9 0.1 -1.6
O 0.1950 9.3563 -1.8404 -2.4 -2.7 2.5
O -2.2431 8.8570 -1.3299 3.4 -0.7 0.7
O -0.5845 6.8959 -1.0958 -0.6 3.0 -2.9
H -0.9887 5.7224 0.4751 -0.4 0.3 0.3
H 0.5905 5.6398 -0.1343 0.5 0.3 0.3
H 1.2262 7.7903 0.8533 0.2 -0.2 0.5
H -0.0569 7.3282 2.0656 0.0 0.3 -0.2
C -0.5416 -0.2853 0.2711 1.0 -0.6 0.0
C -1.6760 0.3820 -0.4458 -0.2 -1.0 -0.7
O -1.1918 1.5923 -0.9927 1.4 1.5 -0.3
S -0.1821 2.2772 0.0378 -1.5 0.9 2.3
O -1.0176 2.9993 1.0319 2.0 -1.8 -1.9
O 0.9266 3.0364 -0.5201 -1.7 -2.2 0.5
O 0.2776 0.7982 0.6682 1.0 2.5 0.5
H 0.1260 -0.9689 -0.2534 -0.4 0.1 -0.7
H -0.8982 -0.8536 1.1302 -0.1 0.4 0.3
H -2.3994 0.5850 0.3440 -0.7 0.1 -0.6
H -1.9411 -0.1873 -1.3367 -0.8 -0.1 0.5
C 3.0653 -0.7370 -4.5202 1.1 -0.9 0.5
C 3.2372 -1.5841 -3.2189 2.5 2.1 0.4
O 2.2431 -2.4741 -3.0808 -5.3 -1.6 -1.7
S 0.8658 -1.9728 -4.0087 1.7 -0.2 -2.3
O -0.2219 -1.5787 -3.1322 1.7 -0.5 -1.2
O 0.6451 -2.8918 -5.1558 0.4 2.1 3.5
O 1.6806 -0.6099 -4.6724 -2.7 -1.5 1.5
H 3.4444 -1.2009 -5.4308 0.3 -0.2 0.2
H 3.5102 0.2483 -4.3812 -0.2 0.0 0.0
H 3.2115 -0.9268 -2.3498 0.1 0.5 -0.1
H 4.1351 -2.1871 -3.0837 0.4 0.4 -0.7
C 3.4116 0.2033 0.7889 0.3 0.4 0.3
C 4.5997 1.0155 1.4472 -2.1 -0.6 -0.1
O 5.7583 0.6852 0.7021 0.2 0.1 -0.2
S 5.6507 -0.6901 -0.1096 0.3 1.4 -3.7
O 6.7067 -1.5706 0.4074 -3.0 1.1 -0.8
O 5.6369 -0.3581 -1.5989 0.0 -1.5 5.2
O 4.0603 -0.9825 0.3616 2.4 -1.4 -0.3
H 2.8097 0.5474 -0.0522 0.7 0.9 -0.3
H 2.6198 -0.0368 1.4985 0.5 -0.3 0.5
H 4.6947 0.6465 2.4684 0.2 0.0 0.0
H 4.3861 2.0835 1.4916 0.5 0.0 -0.4
C 5.0957 -4.5054 0.3254 -0.4 -0.3 -0.4
C 4.6656 -4.2995 1.7946 1.4 -0.9 -0.2
O 3.2497 -4.2534 1.8441 -1.3 1.0 -2.0
S 2.6208 -4.0998 0.2858 0.2 1.8 0.0
O 1.7857 -2.8756 0.1130 2.1 -3.4 0.9
O 2.0945 -5.3973 -0.0597 0.2 1.4 0.4
O 4.0681 -3.8377 -0.4221 -2.1 0.4 0.4
H 5.0905 -5.5220 -0.0679 0.2 -0.2 0.6
H 6.0182 -4.0044 0.0321 0.0 0.0 0.4
H 5.1909 -3.4156 2.1563 -0.7 0.3 0.2
H 4.9306 -5.1514 2.4209 0.3 0.1 -0.1
```
Positions in Å, forces in eV/Å.

Output
2S+1: 2
Molar mass: 964.95 g/mol
HOMO energy (spin up / spin down): -0.42888 / -0.42888 hartree
Frontier orbital gap (spin up / spin down): 7.78 / 2.67 eV
LUMO (spin up / spin down): -3.89 / -9.00 eV
Charge: +1

Atomic partial charges in e from the Mulliken method, atoms 1 to 6: -0.174 0.664 -0.198 0.763 -0.487 -0.360


# 4
Below is a cluster of 4 separate species, C18H44BN5O5PS in total at a distorted geometry, with properties calculated with wB97M-V/def2-TZVPD.

```
75
Properties=species:S:1:pos:R:3:forces:R:3
C -3.0290 -2.3047 5.3649 0.2 -0.6 -0.1
C -3.6544 -1.2331 4.2925 0.1 0.3 1.0
S -4.1937 -2.1206 2.7079 1.0 1.3 0.1
C -2.9916 -1.4844 1.4100 -0.1 0.7 -0.9
C -1.8879 -2.6173 0.9055 -2.3 -0.9 -0.5
C -1.9211 -4.0159 1.7496 -1.7 -0.3 0.8
O -0.8622 -4.9810 1.4414 0.4 2.2 -1.0
C -0.1339 -4.6710 0.2063 -1.7 -0.3 -0.2
P 1.4179 -5.8252 0.1246 1.6 1.1 -2.6
N 2.4431 -5.3769 -1.0766 -2.2 0.3 1.5
C 0.3243 -3.1090 0.0274 1.5 -1.1 -2.6
N -0.4653 -2.1090 0.8478 0.2 0.5 -1.2
B 0.1689 -1.7961 2.1898 1.3 2.4 4.7
O -0.1515 -0.5245 2.9272 0.5 -3.0 -3.8
C 1.2965 -2.7705 2.9571 0.1 0.3 0.6
C 2.0857 -1.9221 4.1554 1.1 -0.8 0.0
H -1.8575 -2.2556 5.4221 -2.2 0.0 -0.3
H -3.4301 -2.1553 6.4782 0.8 -0.3 -2.6
H -3.3271 -3.3880 4.9615 0.6 2.3 1.2
H -2.9093 -0.3761 3.9672 -1.6 -1.8 0.9
H -4.6284 -0.7801 4.7806 2.0 -0.8 -1.3
H -3.6632 -1.1763 0.4720 1.6 -0.8 2.0
H -2.5044 -0.4852 1.7855 -0.7 -2.1 -0.7
H -2.1978 -2.8546 -0.2229 0.9 0.4 2.4
H -1.9054 -3.8687 2.9335 0.1 0.0 -2.7
H -2.9719 -4.5320 1.5200 2.2 1.2 0.4
H -0.8787 -4.9211 -0.6910 1.8 0.4 1.6
H 1.0419 -7.2281 -0.0787 -0.2 1.2 0.8
H 2.0713 -5.7352 1.4117 -0.9 -0.3 -0.4
H 2.0502 -4.5661 -1.6021 0.5 -0.9 0.4
H 1.4898 -3.0411 0.1578 -2.4 0.2 0.1
H 0.1145 -2.8304 -1.1150 0.4 -0.6 2.5
H -0.4657 -1.2020 0.2989 -0.1 -0.8 0.6
H -0.4095 0.1970 2.2769 0.2 -0.6 0.6
H 0.7909 -3.7250 3.4320 0.9 1.8 -1.0
H 2.1347 -3.1569 2.2383 -1.7 0.6 1.1
H 3.1713 -2.4095 4.2487 -2.4 1.0 -0.2
H 1.5916 -2.0621 5.2165 0.8 0.6 -2.3
H 2.2660 -0.7968 3.8751 -0.7 -2.3 0.7
C 0.1168 3.5092 1.1570 0.1 -0.1 0.3
C -0.5916 2.4833 0.3178 -0.8 1.2 -1.3
O -0.5260 1.2809 0.5638 0.0 -1.5 0.6
N -1.3261 2.9167 -0.7466 0.9 -0.8 1.5
C -1.5304 4.2709 -1.2026 -0.1 0.0 -0.4
H 0.6579 3.0077 1.9648 -0.1 0.0 -0.2
H 0.8390 4.0591 0.5478 -0.2 0.0 0.1
H -0.6081 4.1958 1.6022 0.1 0.1 -0.1
H -1.7709 2.1647 -1.2597 0.1 0.3 -0.2
H -2.6038 4.4752 -1.1861 0.1 0.2 -0.1
H -1.1689 4.3397 -2.2315 -0.1 0.1 0.1
H -1.0101 5.0026 -0.5831 -0.1 -0.2 0.0
C 0.4354 1.2279 -3.7277 0.0 0.2 0.2
C -0.9862 1.4092 -4.1802 -0.5 0.0 -0.3
O -1.7092 2.2914 -3.7224 0.1 -0.2 0.1
N -1.4740 0.5597 -5.1294 0.1 0.6 0.6
C -0.7969 -0.5312 -5.7888 -0.4 0.0 -0.2
H 0.6748 1.9799 -2.9701 -0.1 -0.2 -0.2
H 0.5648 0.2375 -3.2832 0.2 0.0 -0.2
H 1.1179 1.3595 -4.5716 0.0 -0.2 0.1
H -2.4378 0.7483 -5.3789 0.2 0.0 0.0
H -0.8075 -0.3356 -6.8638 0.2 -0.3 0.0
H -1.3559 -1.4481 -5.5865 0.2 -0.1 -0.2
H 0.2330 -0.6491 -5.4494 -0.2 0.1 0.0
C 3.6449 4.6138 -0.5801 0.0 -0.1 0.3
C 3.0348 4.1641 -1.8778 -0.3 -0.2 -0.7
O 2.4420 3.0925 -1.9833 0.1 0.2 0.2
N 3.1514 4.9822 -2.9629 -0.2 -0.6 0.7
C 3.8012 6.2681 -3.0499 -0.1 0.0 -0.4
H 3.4678 3.8548 0.1876 0.0 0.1 -0.3
H 4.7244 4.7409 -0.6966 -0.1 0.2 0.1
H 3.1837 5.5494 -0.2526 0.2 0.0 0.0
H 2.7144 4.6072 -3.7966 0.1 0.1 0.2
H 3.0571 7.0023 -3.3684 0.2 0.2 0.1
H 4.5847 6.2007 -3.8086 0.1 0.3 0.1
H 4.2383 6.5797 -2.1004 -0.1 -0.1 -0.2
```
Positions in Å, forces in eV/Å.

Output
Molar mass: 484.43 g/mol
HOMO energy: -0.40903 hartree
Frontier orbital gap: 8.41 eV
LUMO: -2.72 eV
Charge: +1

Atomic partial charges in e from the Mulliken method, atoms 1 to 6: -0.697 -0.212 -0.119 -0.297 0.024 -0.654


# 5
Below is the molecule C8H19N3O, with properties calculated with wB97M-V/def2-TZVPD.

```
31
Properties=species:S:1:pos:R:3:forces:R:3
C -0.3517 0.2958 2.0995 -0.1 0.1 0.1
C -0.4771 1.8300 2.0466 0.1 -0.2 0.3
N 0.6163 2.5671 1.4477 0.2 0.0 0.1
C 0.7332 2.6533 0.0126 0.4 -0.2 -0.2
C 1.4105 1.4771 -0.7231 0.1 0.3 0.1
O 0.4246 0.6234 -1.2539 -0.2 0.1 0.0
C 0.9335 -0.5287 -1.8833 0.0 -0.2 -0.3
C -0.2361 -1.4255 -2.3425 0.4 0.1 0.0
N -0.5940 -2.5413 -1.5013 0.2 -0.2 0.0
C -1.4642 -2.3440 -0.3605 0.1 -0.2 0.3
C -0.8355 -1.7548 0.9162 -0.2 -0.1 -0.1
N -1.0584 -0.3286 1.0032 0.0 0.1 -0.2
H -0.7962 -0.0761 3.0303 0.1 0.0 0.0
H 0.7234 0.0210 2.1254 -0.1 0.0 0.0
H -1.3939 2.0841 1.5119 -0.1 0.0 0.1
H -0.5658 2.2075 3.0704 -0.1 -0.1 -0.1
H 1.5003 2.3016 1.8681 -0.1 0.1 0.0
H -0.2661 2.7801 -0.4082 0.0 0.1 -0.1
H 1.3126 3.5585 -0.2000 -0.1 -0.1 -0.1
H 2.0410 1.8552 -1.5429 -0.1 0.0 0.1
H 2.0649 0.9208 -0.0317 -0.1 0.1 -0.1
H 1.5904 -1.0825 -1.1922 -0.1 0.0 -0.1
H 1.5435 -0.2279 -2.7494 -0.1 0.0 0.1
H -1.1156 -0.7908 -2.4668 0.0 0.0 -0.1
H 0.0269 -1.8431 -3.3206 0.0 0.2 0.0
H 0.2275 -3.0744 -1.2375 -0.1 0.0 -0.1
H -2.2902 -1.7005 -0.6681 -0.1 -0.1 0.0
H -1.8734 -3.3313 -0.1233 -0.1 0.1 0.0
H -1.2990 -2.2134 1.7978 0.1 0.0 0.0
H 0.2417 -2.0206 0.9454 -0.1 0.0 0.0
H -0.7728 0.1078 0.1301 0.0 -0.1 0.2
```
Positions in Å, forces in eV/Å.

Output
Molar mass: 173.26 g/mol
HOMO energy: -0.30770 hartree
Frontier orbital gap: 9.43 eV
Structure (SMILES): C1CNCCOCCNCCN1
LUMO: 1.06 eV
Charge: 0
ΔE to the lowest compared entry with this formula, charge and spin: 54.9 kJ/mol

Atomic partial charges in e from the natural (NBO) method, atoms 1 to 6: -0.233 -0.225 -0.623 -0.240 -0.079 -0.559